No. 1
Formula: C3H4N4O
Source: the Open Molecules 2025 dataset
Level of theory: ωB97M-V/def2-TZVPD

## Properties
Gap between HOMO and LUMO, eV: 8.47
HOMO energy, eV: -9.31
Energy above the lowest of the compared OMol25 structures with the same formula, charge and spin, eV: 5.675
DFT total energy, eV: -11178.295
Strongest force on any atom, eV Å⁻¹: 7.66

```
12
C3H4N4O, DFT ωB97M-V/def2-TZVPD
C 1.30099 -0.39373 -1.44436
C 1.14506 -0.90090 -0.11916
C -1.77521 0.77776 0.92772
H 0.99875 0.42067 -2.15565
H 2.16462 -0.75464 -2.13249
H 1.90519 -1.61084 0.41393
H -0.34543 1.61950 -0.25707
N 0.29815 -0.16581 0.63465
N -0.76548 -1.09890 1.18718
N -1.83984 -0.44938 1.52135
N -0.61758 0.77868 0.29736
O -2.46922 1.77759 1.12653
```

=====

No. 2
Formula: C18H31N3O2
Source: the Open Molecules 2025 dataset
Level of theory: ωB97M-V/def2-TZVPD

## Properties
Gap between HOMO and LUMO, eV: 9.30
HOMO energy, eV: -8.47
Energy above the lowest of the compared OMol25 structures with the same formula, charge and spin, eV: 2.673
DFT total energy, eV: -27732.739
Strongest force on any atom, eV Å⁻¹: 1.23

```
54
C18H31N3O2, DFT ωB97M-V/def2-TZVPD
C -1.05032 5.41325 2.63228
H -1.45351 6.21153 2.01310
H -0.08789 5.12150 2.22077
H -0.90251 5.80213 3.63786
C -2.01403 4.22948 2.65486
C -3.42101 4.69847 3.02127
H -4.11594 3.86167 3.03168
H -3.77892 5.43208 2.30260
H -3.42101 5.15748 4.00782
C -1.56660 3.14459 3.64077
H -2.27778 2.31734 3.59521
H -1.58180 3.55129 4.65429
C -0.16438 2.58977 3.36158
C -0.06377 2.07633 1.97728
N 0.70264 2.59300 1.05959
O 0.48471 1.84308 -0.05689
C -0.41112 0.91090 0.27839
N -0.78309 1.00859 1.51741
C -0.85505 -0.09641 -0.72320
N 0.30004 -0.82847 -1.20539
C 0.12881 -1.41230 -2.51582
H -0.14908 -0.60506 -3.20078
C -0.91931 -2.53880 -2.64837
H -1.82750 -2.25327 -2.10117
O -0.46139 -3.75945 -2.07062
C -0.26273 -4.71564 -3.08934
H -0.40468 -5.70353 -2.64867
C -1.28006 -4.36577 -4.17214
H -1.01425 -4.77126 -5.14518
H -2.26701 -4.73130 -3.88720
C -1.23917 -2.83960 -4.12499
H -2.17281 -2.37973 -4.44065
H -0.43344 -2.46695 -4.75983
H 0.76143 -4.64495 -3.48628
H 1.09828 -1.80437 -2.82862
C 0.84724 -1.72413 -0.19315
C 2.32815 -1.99936 -0.43031
H 2.45274 -2.66734 -1.28306
C 3.18954 -0.72376 -0.46362
H 2.62646 0.20179 -0.55123
H 3.95733 -0.74292 -1.23410
C 3.72724 -1.06064 0.93520
H 4.81031 -1.05718 1.03966
H 3.30023 -0.43704 1.71814
C 3.07264 -2.44717 0.84124
H 3.78823 -3.24595 0.65703
H 2.43702 -2.73307 1.67724
H 0.74049 -1.22086 0.77078
H 0.29446 -2.67268 -0.14831
H -1.30901 0.43362 -1.56580
H -1.61854 -0.72585 -0.23932
H 0.59657 3.35598 3.50195
H 0.02981 1.76510 4.05068
H -2.04829 3.79220 1.65058
```

=====

No. 3
Formula: C2H4P2S3
Source: the Open Molecules 2025 dataset
Level of theory: ωB97M-V/def2-TZVPD

## Properties
Gap between HOMO and LUMO, eV: 7.27
HOMO energy, eV: -8.79
Energy above the lowest of the compared OMol25 structures with the same formula, charge and spin, eV: 2.009
DFT total energy, eV: -53219.956
Strongest force on any atom, eV Å⁻¹: 4.72

```
11
C2H4P2S3, DFT ωB97M-V/def2-TZVPD
C -0.98332 1.10552 0.57934
C 1.63565 -0.72973 0.14182
P 3.46234 -0.26820 -0.60037
P 0.54788 0.80942 -0.10457
S 4.46815 -0.04466 1.06250
S 1.71211 2.19330 -0.92208
S 0.89927 -1.75971 -1.01836
H -1.47791 2.01207 0.47657
H -1.23224 0.32921 1.21003
H 1.65592 -1.23920 1.13456
H 1.53854 -1.64990 -2.21244
```

=====

No. 4
Formula: C28H46N7O7PRu
Source: the Open Molecules 2025 dataset
Level of theory: ωB97M-V/def2-TZVPD

## Properties
Gap between HOMO and LUMO (spin up / spin down), eV: 6.97 / 5.13
HOMO energy (spin up / spin down), eV: -7.44 / -7.44
Energy above the lowest of the compared OMol25 structures with the same formula, charge and spin, eV: 0.350
DFT total energy, eV: -66417.665
Strongest force on any atom, eV Å⁻¹: 1.62
Spin multiplicity: 5

```
90
C28H46N7O7PRu, DFT ωB97M-V/def2-TZVPD
Ru 0.11924 0.22082 -0.27563
N 0.93925 1.58431 1.22911
C 0.65799 0.92677 2.52859
C -0.73562 0.26669 2.42955
O -1.55072 0.40311 3.31210
O -0.89961 -0.40141 1.32261
H 1.93355 1.71876 1.08421
H 0.46737 2.47968 1.16578
H 0.68000 1.62025 3.36569
H 1.38963 0.13276 2.67609
O -2.70446 -4.65397 -4.29522
C -1.62658 -4.86946 -3.72617
O -0.77918 -5.76284 -3.74672
C -1.20040 -3.63521 -2.76797
C -2.05765 -2.54424 -2.66772
C -1.66679 -1.45889 -1.91739
N -0.47111 -1.43884 -1.30540
C 0.34111 -2.49708 -1.35668
C 0.00159 -3.63009 -2.07541
C 1.69560 -2.37712 -0.60569
O 2.47666 -3.29901 -0.72399
O 1.84223 -1.28442 0.05092
H -3.00027 -2.55745 -3.19701
H -2.28831 -0.57616 -1.80286
H 0.67931 -4.47085 -2.10256
N 0.94342 1.01295 -1.74465
P 1.84426 1.71288 -2.81760
N 3.39103 1.80707 -2.22942
C 3.93169 0.87698 -1.23110
C 5.02398 -0.02335 -1.80754
C 6.10653 0.80696 -2.49636
C 5.47595 1.73135 -3.53814
C 4.42177 2.61313 -2.87412
N 1.84393 0.87044 -4.26919
C 0.73285 1.07452 -5.22489
C 0.63082 -0.11360 -6.18731
C 2.03105 -0.62689 -6.52313
C 2.69086 -1.21506 -5.26316
C 2.09229 -0.56833 -4.01757
N 1.31794 3.23707 -3.20621
C 0.88020 4.04933 -2.05356
C 0.18744 5.32325 -2.55070
C -0.54005 5.01495 -3.85770
C 0.48880 4.73648 -4.96079
C 1.71758 4.03406 -4.35930
H 3.11521 0.27689 -0.82570
H 4.36701 1.47576 -0.41809
H 4.58634 -0.71302 -2.53173
H 5.44665 -0.62324 -1.00011
H 6.84107 0.15134 -2.96611
H 6.63669 1.41289 -1.75383
H 4.99113 1.13875 -4.31981
H 6.23265 2.36266 -4.00866
H 3.96276 3.27505 -3.60401
H 4.89972 3.23013 -2.10272
H 0.94180 1.97319 -5.80727
H -0.22140 1.22517 -4.70489
H 0.11399 0.21267 -7.08986
H 0.03853 -0.91766 -5.74682
H 2.62443 0.21032 -6.90097
H 1.97976 -1.37580 -7.31254
H 3.77068 -1.05373 -5.29329
H 2.52332 -2.29176 -5.20662
H 2.75649 -0.67308 -3.16013
H 1.15931 -1.07323 -3.74428
H 1.72966 4.30694 -1.40311
H 0.18352 3.44319 -1.47580
H 0.91833 6.11752 -2.72186
H -0.50223 5.67827 -1.78352
H -1.20359 5.82968 -4.14886
H -1.14622 4.12100 -3.70440
H 0.81563 5.67062 -5.42235
H 0.03661 4.12364 -5.74241
H 2.44495 4.79373 -4.04915
H 2.20439 3.39656 -5.09515
C -5.06988 3.08035 -0.62985
N -3.72762 2.58984 -0.91329
C -3.51859 2.08759 -2.26561
C -2.75959 2.44584 0.01097
C -3.07661 2.71286 1.45646
O -1.62137 2.06389 -0.30569
H -5.52075 3.39601 -1.56776
H -5.04752 3.94210 0.03176
H -5.70350 2.30467 -0.19369
H -3.77264 2.85554 -2.99568
H -4.15591 1.21702 -2.44050
H -2.47731 1.80192 -2.38211
H -4.06622 3.11527 1.63669
H -2.32586 3.38792 1.86649
H -2.97170 1.76764 1.99487
```

=====

No. 5
Formula: C7H7ClN2
Source: the Open Molecules 2025 dataset
Level of theory: ωB97M-V/def2-TZVPD

## Properties
Gap between HOMO and LUMO, eV: 8.63
HOMO energy, eV: -7.95
Energy above the lowest of the compared OMol25 structures with the same formula, charge and spin, eV: 1.706
DFT total energy, eV: -22873.818
Strongest force on any atom, eV Å⁻¹: 5.52

```
17
C7H7ClN2, DFT ωB97M-V/def2-TZVPD
C 1.64416 0.15126 -1.85261
C 1.55545 -1.27172 -1.64178
C 0.84613 1.05330 -1.12699
C 0.65193 -1.79248 -0.77566
C -0.24549 0.47571 -0.40748
C -0.31032 -0.93632 -0.25451
C -1.32657 0.96400 0.35822
N -1.85954 -0.13574 0.95390
N -1.25471 -1.29272 0.56566
Cl -3.14051 0.22590 4.60873
H 2.53367 0.34679 -2.44496
H 2.26050 -1.79888 -2.06939
H 0.89204 2.05945 -1.05191
H 0.70244 -2.86240 -0.52390
H -2.34007 -0.29175 5.49881
H -1.81575 1.94872 0.47711
H -2.74609 -0.04992 1.39483
```

=====

No. 6
Formula: C5H8
Source: the Open Molecules 2025 dataset
Level of theory: ωB97M-V/def2-TZVPD

## Properties
Gap between HOMO and LUMO, eV: 9.55
HOMO energy, eV: -8.81
Energy above the lowest of the compared OMol25 structures with the same formula, charge and spin, eV: 6.912
DFT total energy, eV: -5307.254
Strongest force on any atom, eV Å⁻¹: 16.87

```
13
C5H8, DFT ωB97M-V/def2-TZVPD
C -0.71317 1.37915 0.15090
C -0.54879 -0.03747 0.00231
C -1.59346 -0.95654 -0.09984
C 0.87596 -0.62111 0.17924
C 2.03834 -0.03704 -0.20841
H -1.49011 1.61898 -0.10786
H -0.33187 2.02670 -0.90508
H -0.05952 2.17749 0.93103
H -1.50710 -2.29955 -0.24326
H -2.84604 -0.45496 -0.13693
H 0.90292 -1.86358 0.66467
H 2.00974 0.83236 -0.60063
H 2.96865 -0.39942 0.25286
```